Below is C56H35BrCl4N7SeZr as an isolated structure at a distorted geometry, with properties calculated with ωB97M-V/def2-TZVPD.

The highest occupied orbital energy (alpha / beta) is -9.994 / -9.995 eV. The calculation puts the gap between HOMO and LUMO (alpha / beta) at 5.3 / 5.3 eV. Its energy above the lowest of the compared OMol25 structures with the same formula, charge and spin is 236.2 kJ/mol.

The geometry in ORCA input format:
```
! wB97M-V def2-TZVPD RIJCOSX def2/J DEFGRID3
* xyz 1 1
Zr 0.01808 0.03799 1.69671
Cl 3.62429 4.85405 9.24675
C 2.92974 3.95385 7.92095
C 3.33391 4.11392 6.59888
C 2.75402 3.41116 5.57707
C 1.70092 2.55407 5.77519
C 1.25940 2.33904 7.08397
C 1.81877 3.13154 8.09192
C 0.90344 1.85680 4.69837
C 1.08985 0.45159 4.64307
C 2.10153 -0.33010 5.35568
C 2.09056 -1.61329 4.94139
C 1.03372 -1.76090 3.93079
C 0.60401 -2.99211 3.33895
C 1.27877 -4.30682 3.71621
C 1.77283 -4.48273 5.00998
C 2.44775 -5.65599 5.30876
C 2.57206 -6.66443 4.36927
Cl 3.19770 -8.19458 4.82738
C 2.03876 -6.49750 3.06800
C 1.46760 -5.30312 2.71627
C -0.42867 -3.01924 2.35540
N -0.96608 -1.90648 1.64648
C -1.94372 -2.48218 0.80283
C -2.52379 -1.76674 -0.33932
C -3.31750 -2.48432 -1.31390
C -4.22688 -3.49848 -0.93049
C -4.98214 -4.21993 -1.82578
C -4.91172 -3.91032 -3.19497
Cl -5.90477 -4.82609 -4.21426
C -3.93615 -3.06578 -3.65963
C -3.15841 -2.31941 -2.71571
C -2.22316 -0.44760 -0.56797
C -2.74262 0.35278 -1.64103
C -2.33325 1.68057 -1.48219
C -1.86551 1.79654 -0.14427
N -1.73658 0.50218 0.46277
C -1.27268 3.01311 0.36998
C -0.68435 3.06453 1.67964
C -0.31150 4.28875 2.32345
C 0.36819 3.99237 3.47447
C 0.31680 2.54461 3.66405
N -0.30570 1.94630 2.53586
C -1.66340 4.31973 -0.24645
C -0.65929 5.23385 -0.47749
C -0.93877 6.42387 -1.19261
C -2.22095 6.66018 -1.63993
Cl -2.57228 8.09104 -2.58845
C -3.29231 5.81120 -1.28273
C -2.97886 4.67582 -0.57373
C -2.06765 -3.87184 0.98054
C -1.22243 -4.16250 2.03128
N 0.54019 -0.43063 3.66719
H 4.21493 4.69177 6.34906
H 3.24593 3.42868 4.58433
H 0.54305 1.55535 7.28055
H 1.44676 3.05347 9.10696
H 2.82408 0.07730 6.09109
H 2.97207 -2.25166 5.15528
H 1.50782 -3.76684 5.77747
H 3.06285 -5.73852 6.26211
H 2.22442 -7.28848 2.45020
H 0.94732 -5.18265 1.73693
H -4.46140 -3.57102 0.17916
H -5.63819 -5.03431 -1.49161
H -3.82997 -2.92854 -4.72311
H -2.37101 -1.71092 -3.23736
H -3.22651 -0.05405 -2.48413
H -2.54721 2.43833 -2.20162
H -0.68285 5.26715 1.95838
H 0.74115 4.76109 4.20554
H 0.40813 5.06305 -0.16965
H -0.19171 7.20800 -1.47862
H -4.29239 5.99041 -1.60709
H -3.77338 3.99455 -0.36931
H -2.78537 -4.55608 0.43368
H -1.01766 -5.09769 2.46093
C -1.10636 3.53484 -8.50462
C -0.14693 2.61183 -9.10224
C -0.31977 1.75068 -10.23340
C 0.74953 1.09496 -10.76535
C 1.94081 0.92123 -9.98867
Br 3.25403 -0.26691 -10.62871
N 2.14821 1.71549 -9.00898
C 1.13545 2.38210 -8.49370
H -1.08448 3.35472 -7.40340
H -2.16171 3.53411 -8.85221
H -0.75834 4.56458 -8.62904
H -1.32312 1.78036 -10.73876
H 0.67778 0.48309 -11.67569
H 1.36954 2.93434 -7.52230
Se 3.96505 2.00651 -0.40143
C 2.50729 1.17937 -0.08406
N 1.44993 0.75197 0.30142
C 2.88270 -3.01517 -2.65441
C 3.38918 -2.71578 -1.37363
C 2.60362 -3.02836 -0.25473
N 1.40253 -3.55003 -0.44450
C 0.84599 -3.72094 -1.63209
C 1.57199 -3.47811 -2.80043
H 3.50974 -3.03117 -3.57595
H 4.35797 -2.23057 -1.07184
H 2.93795 -2.94143 0.81520
H -0.16126 -4.17928 -1.63473
H 1.16999 -3.67916 -3.78958
*
```

Atom charges from the Löwdin analysis, given in e for atoms 1 to 6: 1.831, 0.683, -0.641, -0.094, -0.056, -0.217

***

Below is C56H36N6SW as an isolated structure, with properties calculated with ωB97M-V/def2-TZVPD.

The highest occupied orbital energy is -12.031 eV. The calculation puts the gap between HOMO and LUMO at 5.3 eV. Its energy above the lowest of the compared OMol25 structures with the same formula, charge and spin is 166.5 kJ/mol.

The geometry in ORCA input format:
```
! wB97M-V def2-TZVPD RIJCOSX def2/J DEFGRID3
* xyz 2 1
W 0.45661 0.32707 -0.30956
C -4.60470 6.09281 -1.61614
C -3.25582 6.42637 -1.66108
C -2.30227 5.50106 -1.27980
C -2.69238 4.24022 -0.81811
C -4.04959 3.91028 -0.78242
C -4.99982 4.83396 -1.18762
C -1.69847 3.25254 -0.39991
C -0.39761 3.05074 -1.06134
C 0.66075 3.85491 -0.92346
C 2.00965 1.63344 -1.60318
C 0.79264 1.24403 -2.19919
N -0.32362 1.71623 -1.50206
C 0.48583 0.42616 -3.39174
C -0.23368 -0.67577 -3.07107
C -0.99851 -1.64232 -3.81160
C -1.41760 -2.58085 -2.93450
C -0.90594 -2.22760 -1.62950
C -0.86515 -3.05553 -0.48577
C -1.40837 -4.44017 -0.55232
C -2.42974 -4.83040 0.31172
C -2.99104 -6.09536 0.21384
C -2.53737 -6.98512 -0.74928
C -1.50936 -6.61230 -1.60488
C -0.95097 -5.34760 -1.50733
C -0.38328 -2.55194 0.69718
N -0.16575 -1.21894 0.96553
C -0.12311 -1.11115 2.34897
C -0.56604 -0.00372 3.00423
C -0.74845 -0.04977 4.48795
C -1.91419 -0.59157 5.02613
C -2.08876 -0.64773 6.40088
C -1.09887 -0.16546 7.24828
C 0.06319 0.37326 6.71799
C 0.23680 0.43266 5.34078
C -1.17434 1.05746 2.26423
C -2.19854 1.89895 2.81292
C -2.67256 2.66452 1.80540
C -1.86469 2.40171 0.64636
N -0.96039 1.34290 0.95641
C 0.01295 -2.44826 2.92896
C -0.18172 -3.31781 1.93178
N -0.28013 -1.03366 -1.70469
C 0.96326 0.83976 -4.70474
C 1.35354 2.17012 -4.89986
C 1.80148 2.59715 -6.13787
C 1.86966 1.70234 -7.19651
C 1.49977 0.37469 -7.01302
C 1.05813 -0.05669 -5.77670
H -5.34773 6.81476 -1.92742
H -2.95051 7.40784 -1.99719
H -1.25496 5.76623 -1.32321
H -4.34969 2.91854 -0.46849
H -6.04801 4.56803 -1.17727
H 0.57128 4.86162 -0.54066
H 2.92186 1.19802 -2.00030
H -1.22601 -1.59496 -4.86387
H -2.02744 -3.44411 -3.14268
H -2.80591 -4.13108 1.04937
H -3.79080 -6.38149 0.88364
H -2.98513 -7.96588 -0.83582
H -1.13975 -7.30845 -2.34589
H -0.13228 -5.07168 -2.16236
H -2.68623 -0.96699 4.36370
H -2.99609 -1.06984 6.81170
H -1.23455 -0.21045 8.32040
H 0.83531 0.75014 7.37561
H 1.14349 0.85717 4.92761
H -2.51938 1.88372 3.84123
H -3.43644 3.42389 1.85539
H 0.14524 -2.65472 3.97890
H -0.21861 -4.39351 1.98985
H 1.28039 2.88268 -4.08664
H 2.09619 3.62823 -6.27782
H 2.22124 2.03526 -8.16382
H 1.57092 -0.32604 -7.83366
H 0.82699 -1.10355 -5.63308
C 2.58509 2.27017 3.04128
C 1.74651 2.02007 1.94818
N 1.83977 0.91484 1.21874
C 2.85379 0.05126 1.49945
C 3.71958 0.21688 2.57581
C 3.54660 1.35845 3.38080
C 4.77182 -0.74164 2.77997
C 4.95932 -1.75828 1.91421
C 4.11425 -1.90502 0.76056
C 4.30217 -2.89708 -0.21835
C 3.47714 -2.92763 -1.31090
C 2.45012 -1.98477 -1.42461
N 2.23699 -1.05337 -0.50800
C 3.06241 -1.01211 0.57201
H 2.44636 3.18192 3.60486
H 0.98107 2.72855 1.66625
H 4.18941 1.51726 4.23760
H 5.42919 -0.61277 3.62991
H 5.76767 -2.46330 2.05734
H 5.10366 -3.61671 -0.10745
H 3.59780 -3.66928 -2.08738
H 1.78985 -1.98620 -2.27963
S 2.29460 3.31975 -1.16214
*
```

Atom charges from the Löwdin analysis, given in e for atoms 1 to 6: 1.763, -0.049, -0.050, -0.008, -0.166, -0.024

***

Below is C56H39GeN4Ta as an isolated structure, with properties calculated with ωB97M-V/def2-TZVPD.

The highest occupied orbital energy is -17.871 eV. The calculation puts the gap between HOMO and LUMO at 4.6 eV. Its energy above the lowest of the compared OMol25 structures with the same formula, charge and spin is 0.0 kJ/mol.

The geometry in ORCA input format:
```
! wB97M-V def2-TZVPD RIJCOSX def2/J DEFGRID3
* xyz 4 1
Ta -0.19600 0.17627 0.45715
C -1.46424 6.07929 5.08441
C -1.42687 6.18375 3.69388
C -1.31799 5.04855 2.92239
C -1.18485 3.78239 3.53665
C -1.20945 3.69660 4.94697
C -1.37183 4.83511 5.70551
C -1.03913 2.59547 2.73186
C -1.93023 2.40931 1.63222
C -3.10206 3.13282 1.42707
C -3.74539 2.58630 0.32143
C -2.99226 1.49646 -0.10065
N -1.84355 1.38802 0.67469
C -3.32081 0.64046 -1.20247
C -2.42885 -0.32780 -1.71546
C -2.72028 -1.24646 -2.72545
C -1.56110 -1.96480 -2.99211
C -0.59620 -1.51224 -2.10562
C 0.72275 -2.11119 -1.93823
C 1.51000 -2.43815 -3.04100
C 2.76249 -3.12840 -2.89863
C 3.46626 -3.53132 -3.99715
C 2.98314 -3.23122 -5.28001
C 1.82140 -2.46977 -5.45778
C 1.11139 -2.05383 -4.36604
C 1.11419 -2.43783 -0.56751
N 0.96322 -1.53159 0.46733
C 1.44580 -2.18387 1.61945
C 1.63465 -1.56131 2.87840
C 2.36138 -2.24672 3.90887
C 1.90296 -2.19658 5.24780
C 2.56313 -2.89329 6.23458
C 3.71897 -3.60947 5.92673
C 4.20853 -3.64153 4.62015
C 3.53274 -2.98571 3.61787
C 1.13896 -0.24505 3.17379
C 1.63910 0.59741 4.16123
C 0.91891 1.78655 4.09667
C -0.04006 1.64325 3.09321
N 0.13334 0.40056 2.47163
C 1.75168 -3.50222 1.28872
C 1.57322 -3.65152 -0.08756
N -1.10458 -0.53121 -1.27996
C -4.61950 0.78984 -1.81689
C -5.78499 0.84816 -1.02125
C -7.02331 0.95085 -1.61563
C -7.12532 1.05589 -3.00221
C -5.98324 1.03042 -3.79970
C -4.74245 0.87398 -3.22095
H -1.57280 6.97192 5.68674
H -1.47971 7.15587 3.22295
H -1.25689 5.13059 1.84429
H -1.19144 2.72727 5.42779
H -1.43932 4.76242 6.78250
H -3.46529 3.93961 2.04155
H -4.65340 2.94745 -0.13174
H -3.68248 -1.39830 -3.18495
H -1.45451 -2.78079 -3.68896
H 3.15713 -3.33079 -1.91577
H 4.39783 -4.06918 -3.88687
H 3.54376 -3.55659 -6.14853
H 1.50612 -2.19474 -6.45485
H 0.25943 -1.40570 -4.50545
H 0.98125 -1.67954 5.48070
H 2.18171 -2.89221 7.24651
H 4.24625 -4.13841 6.71019
H 5.12677 -4.16964 4.40180
H 3.94271 -2.95438 2.61696
H 2.47283 0.38457 4.80967
H 1.08824 2.66983 4.68917
H 2.04031 -4.27627 1.98062
H 1.69637 -4.55612 -0.66105
H -5.71134 0.72940 0.05232
H -7.91697 0.94378 -1.00669
H -8.09924 1.16228 -3.46181
H -6.06984 1.14356 -4.87168
H -3.85138 0.90040 -3.83527
Ge 1.67165 1.94469 -0.32727
C 1.77677 1.80164 -2.24458
C 2.79197 1.06766 -2.86050
C 2.85505 1.00101 -4.24606
C 1.89804 1.64692 -5.02048
C 0.88137 2.37341 -4.40992
C 0.82064 2.45153 -3.02607
C 3.13988 1.47741 0.84073
C 3.83035 0.26546 0.75132
C 4.90119 0.00643 1.59267
C 5.29012 0.95004 2.53966
C 4.61218 2.15629 2.63595
C 3.53824 2.41890 1.79248
H 0.99768 3.23809 0.16627
H 3.57567 0.60334 -2.27051
H 3.67526 0.48064 -4.72475
H 1.96282 1.61368 -6.10022
H 0.15948 2.90828 -5.01298
H 0.04866 3.05793 -2.56344
H 3.54783 -0.47855 0.01217
H 5.45701 -0.91787 1.49324
H 6.13508 0.75110 3.18576
H 4.93060 2.90191 3.35287
H 3.03597 3.37756 1.85863
*
```

Atom charges from the Löwdin analysis, given in e for atoms 1 to 6: 1.799, 0.014, -0.015, -0.011, -0.176, -0.007

***

Below is C56H41BCrF4I4N6P as an isolated structure at a distorted geometry, with properties calculated with ωB97M-V/def2-TZVPD.

The highest occupied orbital energy (alpha / beta) is -7.071 / -7.149 eV. The calculation puts the gap between HOMO and LUMO (alpha / beta) at 5.8 / 5.9 eV.

The geometry in ORCA input format:
```
! wB97M-V def2-TZVPD RIJCOSX def2/J DEFGRID3
* xyz 0 2
Cr 0.14014 -0.38093 -0.20124
I -1.77184 5.34586 7.76150
C -1.20900 4.10233 6.19448
C -0.28225 3.09332 6.41719
C 0.08877 2.26725 5.36408
C -0.45855 2.43240 4.09688
C -1.38176 3.45202 3.89485
C -1.76308 4.29039 4.93657
C -0.04883 1.54780 2.95887
C 0.93245 2.00109 2.10312
C 1.53576 3.31529 2.16033
C 2.43715 3.34933 1.15997
C 2.39001 2.04174 0.53067
C 3.19672 1.63637 -0.52725
C 4.17560 2.60434 -1.10500
C 5.19356 3.15791 -0.33489
C 6.08909 4.06933 -0.88051
C 5.96469 4.42902 -2.21496
I 7.29645 5.79285 -3.04001
C 4.96460 3.88236 -3.00655
C 4.07894 2.97158 -2.44508
C 3.14013 0.37077 -1.07358
N 2.19262 -0.59786 -0.83890
C 2.59994 -1.66358 -1.59438
C 1.88649 -2.83299 -1.82704
C 2.42567 -3.82929 -2.80446
C 1.83267 -3.95443 -4.05593
C 2.31275 -4.87455 -4.97963
C 3.39693 -5.67206 -4.64339
I 4.12281 -7.05174 -6.01937
C 4.00569 -5.55898 -3.40045
C 3.51470 -4.63415 -2.48768
C 0.70383 -3.13905 -1.19588
C 0.01884 -4.39670 -1.31224
C -0.95662 -4.41116 -0.37852
C -0.88045 -3.16544 0.32742
N 0.08696 -2.36122 -0.23916
C -1.52257 -2.86956 1.50186
C -1.29232 -1.68565 2.20480
C -1.79985 -1.48805 3.53226
C -1.42204 -0.25302 3.91251
C -0.64207 0.29937 2.84409
N -0.56167 -0.59146 1.78518
C -2.43459 -3.88809 2.10705
C -3.77084 -3.59913 2.37559
C -4.61278 -4.53888 2.95469
C -4.11349 -5.79382 3.27076
I -5.36127 -7.21071 4.13531
C -2.78502 -6.10674 3.01982
C -1.95789 -5.15271 2.44091
C 3.85582 -1.38855 -2.25306
C 4.17619 -0.12378 -1.95162
N 1.46616 1.24441 1.10907
H 0.15109 2.95252 7.39834
H 0.81741 1.48096 5.52887
H -1.81812 3.58831 2.91081
H -2.48695 5.07601 4.76763
H 1.29631 4.09659 2.86570
H 3.07645 4.17097 0.87603
H 5.29408 2.86339 0.70342
H 6.87947 4.48584 -0.27112
H 4.87794 4.15463 -4.05008
H 3.30543 2.52545 -3.06248
H 1.00499 -3.30298 -4.31684
H 1.85133 -4.95560 -5.95458
H 4.85219 -6.18183 -3.14463
H 3.98391 -4.53596 -1.51491
H 0.28856 -5.19012 -1.99239
H -1.65079 -5.21019 -0.16513
H -2.36067 -2.21034 4.10282
H -1.62043 0.23562 4.85217
H -4.16688 -2.61431 2.14624
H -5.64559 -4.29078 3.15830
H -2.39090 -7.07937 3.28193
H -0.91470 -5.39041 2.26052
H 4.38562 -2.06811 -2.90041
H 5.04400 0.43224 -2.26960
C -3.47529 -1.74435 -0.86447
P -2.41664 -0.25837 -0.81463
C -2.65754 0.28954 -2.52304
C -3.44612 0.90529 0.13722
C -3.66746 0.64304 1.48647
C -4.39682 1.52260 2.27354
C -4.92029 2.68117 1.71403
C -4.71677 2.94681 0.36563
C -3.98195 2.06618 -0.41887
H -3.63647 -2.17107 0.11861
H -2.99809 -2.49636 -1.49520
H -4.43651 -1.45994 -1.29626
H -2.28402 -0.48957 -3.18223
H -3.72269 0.43714 -2.70740
H -2.10752 1.19827 -2.74745
H -3.24922 -0.24412 1.94025
H -4.54511 1.30555 3.32467
H -5.48929 3.37193 2.32442
H -5.12483 3.84672 -0.07837
H -3.81066 2.30218 -1.46097
C 0.67445 4.24529 -3.18541
N 0.16472 3.42183 -2.09336
C -0.67160 3.81207 -1.06799
C -0.87188 2.70782 -0.30623
N -0.17326 1.64780 -0.85295
C 0.43388 2.12133 -1.92534
H 0.12084 5.17969 -3.20273
H 0.53395 3.72880 -4.13184
H 1.73133 4.45981 -3.03485
H -1.02870 4.82346 -0.97380
H -1.44108 2.60508 0.60137
H 1.07983 1.56654 -2.58204
F 0.05863 -0.53879 -2.34219
B 0.26745 -0.50361 -3.82799
F -0.47637 0.56599 -4.32650
F -0.18239 -1.72386 -4.30170
F 1.61642 -0.28734 -4.04198
*
```

Atom charges from the Löwdin analysis, given in e for atoms 1 to 6: 0.785, 0.869, -0.751, -0.142, -0.025, -0.206